Entry 1:
Density functional theory data (the ωB97M-V functional and the def2-TZVPD basis) for a structure of composition C25H44O2P2V at a distorted geometry.

The geometry in XYZ format:
```
74
Properties=species:S:1:pos:R:3:forces:R:3:mulliken_spin:R:1
V 0.1891 -0.6436 0.4276 0.647 1.935 4.630 1.97
C -0.5921 -2.1121 1.9331 0.664 0.015 0.356 -0.21
C 0.7926 -2.3456 1.6085 -0.196 0.222 1.324 0.20
C 0.6637 -0.4864 3.0030 -0.453 -0.884 -0.660 -0.10
C -0.6664 -0.9489 2.7640 0.985 -0.689 -0.121 0.05
C 1.5668 -1.3028 2.2443 -1.172 -0.582 0.280 0.04
C -1.7499 -3.0180 1.6859 -0.061 -0.154 0.114 0.00
H -1.4830 -3.7959 0.9724 -0.178 0.038 -0.085 0.00
H -2.5950 -2.4438 1.2971 -0.058 -0.272 0.074 0.00
H -2.0774 -3.5204 2.6051 0.107 0.130 -0.098 0.00
C -1.8664 -0.5939 3.5860 -0.387 0.457 -0.059 0.00
H -2.7862 -0.9305 3.0888 0.171 0.067 0.208 0.00
H -1.9632 0.4930 3.7294 0.087 -0.507 0.176 0.00
H -1.8269 -1.0755 4.5855 0.088 0.206 -0.549 0.00
C 1.0066 0.4846 4.0847 0.060 0.731 -0.089 0.00
H 0.5503 0.1947 5.0515 0.284 -0.074 -0.499 0.00
H 0.6083 1.4821 3.8485 0.132 -0.273 0.169 0.00
H 2.0923 0.5911 4.2104 -0.320 -0.135 0.091 0.00
C 3.0448 -1.3355 2.4310 0.242 -0.003 -0.071 -0.04
H 3.3047 -1.8690 3.3568 -0.091 0.104 -0.179 0.00
H 3.4809 -0.3341 2.5013 0.007 -0.201 -0.014 0.00
H 3.5155 -1.8741 1.6074 0.138 0.086 0.037 0.00
C 1.3541 -3.5916 1.0357 0.252 -0.426 -0.203 -0.05
H 1.8393 -4.2426 1.7704 0.010 0.277 0.152 0.00
H 2.0993 -3.3557 0.2797 0.097 -0.233 -0.240 0.00
H 0.5722 -4.2082 0.6038 -0.038 0.014 -0.318 0.00
C -1.8170 0.7956 -3.2128 -0.943 -1.102 -1.098 -0.01
C -1.8750 -0.5537 -3.1935 -0.936 1.271 -0.858 0.02
C -1.0312 -1.4393 -4.0737 -0.172 -0.575 0.127 0.00
C 0.4979 -1.1762 -4.0483 -0.189 -0.573 -0.043 0.01
C 1.0308 -0.4926 -2.8078 0.867 1.237 -0.732 0.04
C 1.0492 0.8546 -2.7096 0.984 -0.620 -0.768 -0.02
C 0.4950 1.7949 -3.7472 -0.343 0.549 -0.356 0.00
C -0.9762 1.5396 -4.2089 0.629 0.599 -0.196 0.00
H -1.3767 -1.3566 -5.1227 0.045 -0.049 0.475 0.00
H 0.7539 -0.6558 -4.9888 0.193 0.196 0.695 0.00
H -1.1876 -2.4872 -3.7680 -0.130 0.417 -0.134 0.00
H -0.9228 1.0515 -5.2023 -0.366 -0.003 0.600 0.00
H -2.5647 1.4135 -2.6959 0.369 -0.504 -0.141 0.00
H -2.6662 -1.0596 -2.6359 0.302 0.255 -0.090 0.00
H -1.4472 2.5267 -4.3665 0.234 -0.438 -0.126 0.00
H 0.5489 2.8305 -3.3562 0.109 -0.488 -0.127 0.00
H 1.7446 1.3811 -2.0540 -0.526 -0.587 0.185 0.00
H 1.1379 1.7805 -4.6549 -0.170 0.020 0.566 0.00
H 0.9931 -2.1559 -4.1199 -0.112 0.288 -0.044 0.00
H 1.6143 -1.1271 -2.1218 -0.273 0.379 -0.146 0.01
P -1.7195 0.9229 0.3883 0.945 0.124 0.960 -0.01
P 1.6559 1.4087 0.5882 -0.522 -0.489 0.067 0.05
C -0.9371 2.2820 -0.5543 0.009 0.833 -0.249 0.11
C 0.5176 2.6917 -0.1775 0.842 0.393 -0.188 -0.02
H -1.5720 3.1874 -0.5054 0.220 -0.301 -0.257 0.00
H -0.9062 1.9217 -1.5918 -0.227 0.121 0.434 -0.07
H 1.0624 3.0337 -1.0705 -0.525 0.281 0.115 0.00
H 0.5020 3.5242 0.5420 0.039 -0.325 -0.319 0.00
C 2.4933 2.4278 1.8548 -0.234 0.038 0.279 0.01
H 3.1551 1.8201 2.4886 -0.254 0.258 -0.230 0.00
H 1.7323 2.9286 2.4640 0.352 -0.122 -0.054 0.00
H 3.0982 3.1839 1.3272 -0.192 -0.243 0.168 0.00
C 3.1967 0.8638 -0.2884 -0.067 0.529 -0.578 0.02
H 3.7217 1.7413 -0.6903 0.105 -0.320 -0.044 0.00
H 2.9949 0.1437 -1.0898 0.127 0.268 0.195 -0.02
H 3.8495 0.3596 0.4402 -0.373 0.332 -0.053 0.01
C -3.3378 0.3950 -0.1863 -0.749 -0.023 -0.470 0.02
H -3.4343 -0.6805 -0.0125 0.047 0.225 -0.026 0.00
H -3.4768 0.5775 -1.2513 -0.057 -0.103 0.118 0.00
H -4.1376 0.8962 0.3734 0.341 0.009 -0.222 0.00
C -0.9794 -1.5949 -0.7487 -0.136 -0.728 -1.086 0.08
H -0.2225 -2.4096 -0.8040 -0.767 -0.201 -0.395 0.00
H -0.8185 -0.8885 -1.5887 -0.390 -0.826 0.439 -0.13
H -2.0140 -1.9162 -0.6057 0.596 -0.153 -0.474 0.04
O -0.6163 2.7583 2.4738 -1.914 0.455 0.135 0.00
C -1.8351 2.6795 2.4124 1.678 -0.348 -0.148 0.00
O -2.4489 1.7298 1.7198 -0.005 0.174 -0.588 0.00
H -2.5985 3.3300 2.8691 0.522 0.020 0.255 0.00
```
Forces are in eV/Å.

Max |F|, eV Å⁻¹: 5.06
Total charge: +1
Multiplicity: 3
ΔE to the lowest compared entry with this formula, charge and spin, eV: 2.6404
HOMO-LUMO gap (spin up / spin down), eV: 8.29 / 8.46
Expectation value of S²: 2.0415


Entry 2:
Density functional theory data (the ωB97M-V functional and the def2-TZVPD basis) for a structure of composition C40H76NO27P3 at a distorted geometry.

The geometry in XYZ format:
```
147
Properties=species:S:1:pos:R:3:forces:R:3:mulliken_charge:R:1
C -2.3581 4.6327 0.4428 0.004 0.583 -0.641 -0.69
O -2.1849 4.0339 -0.8679 -1.024 -0.888 2.360 0.04
P -1.4449 4.7841 -1.9790 -1.531 1.221 -1.033 0.28
O -0.2012 5.4128 -1.6222 1.952 0.791 0.384 -0.17
O -1.4247 3.6763 -3.0584 0.465 -0.394 -1.248 -0.21
C -0.2059 2.9036 -3.1523 -0.218 -0.812 -0.588 -0.59
O -2.5463 5.8248 -2.4718 -0.229 -0.950 0.380 -0.41
C -2.2959 6.9059 -3.3363 -1.376 0.020 -1.364 -0.74
H -3.4141 4.9217 0.5397 0.342 -0.472 0.258 0.26
H -1.7705 5.5425 0.4981 0.136 0.255 -0.031 0.34
H -1.9566 3.9779 1.2117 -0.453 -0.326 -0.085 0.19
H -0.2350 2.3257 -4.0915 0.046 0.657 0.347 0.24
H -0.2234 2.1545 -2.3643 0.336 0.100 0.227 0.08
H 0.6638 3.5574 -3.1002 -0.029 -0.197 -0.002 0.54
H -3.1978 7.0221 -4.0249 1.380 -0.607 0.422 0.24
H -1.3421 6.8157 -3.8591 -0.222 0.059 -0.093 0.31
H -2.3536 7.8025 -2.7778 0.497 1.004 0.779 0.31
C -1.4128 -4.2247 3.8994 0.009 0.565 0.171 -0.77
O -1.5992 -4.5112 2.5061 -0.946 -0.719 -0.384 -0.01
P -3.0314 -4.2728 1.8620 -0.096 0.678 -0.806 0.52
O -3.6727 -2.9742 2.1813 0.220 -0.691 -0.143 0.00
O -3.8393 -5.5562 2.2949 -0.724 -0.815 0.003 -0.39
C -5.3076 -5.6822 1.9401 2.753 1.383 0.741 -0.58
O -2.7626 -4.5019 0.2922 -0.101 -1.468 1.366 -0.41
C -2.8510 -3.5284 -0.7327 -1.139 0.598 0.369 -0.21
H -0.4297 -4.5819 4.1830 -0.087 -0.448 -0.043 0.27
H -2.2231 -4.5817 4.5541 0.316 -0.186 -0.427 0.31
H -1.3768 -3.1532 3.9434 -0.138 0.620 0.492 0.17
H -5.3099 -5.3173 0.9274 -0.895 -0.335 -0.448 0.26
H -5.7380 -4.9903 2.6351 -0.861 0.343 0.031 0.23
H -5.6313 -6.6848 2.1469 0.161 -0.395 -0.305 0.22
H -2.0495 -2.8486 -0.5024 -0.004 1.000 -0.397 -0.15
H -3.9001 -3.0949 -0.6872 1.474 -0.035 -0.388 0.25
H -2.6408 -3.9894 -1.7062 -0.229 -0.104 0.398 0.32
C -4.7265 -2.5527 -4.2753 -0.314 -1.815 -0.184 -0.93
O -3.5852 -1.8433 -3.7268 0.346 -3.314 -2.244 -0.20
P -3.9969 -0.5814 -2.9929 0.912 2.654 1.488 0.23
O -5.1523 -0.7255 -2.1463 -1.441 0.076 1.014 -0.79
O -4.1977 0.5209 -4.1086 0.124 0.391 0.394 -0.40
C -3.0518 1.0598 -4.7883 0.128 -0.289 0.091 -0.33
O -2.6203 -0.2667 -2.2556 -0.492 -0.058 -0.531 1.50
C -2.5599 0.4576 -1.0258 -0.273 1.605 -0.705 -0.17
H -4.6235 -2.9396 -5.3121 0.841 0.527 0.674 0.29
H -5.5851 -1.9295 -4.2929 -0.746 0.743 0.039 0.41
H -5.0201 -3.4328 -3.6460 0.666 0.824 -0.254 0.25
H -3.4658 1.7424 -5.5141 0.083 -0.081 -0.506 0.31
H -2.4872 0.2168 -5.2195 -0.068 0.548 -0.151 0.24
H -2.4066 1.6552 -4.1343 -0.235 -0.343 0.145 -0.04
H -3.4748 1.0454 -0.7853 0.461 -0.545 -0.404 0.37
H -1.7253 1.1601 -1.1322 -0.193 -0.138 0.165 -0.35
H -2.3598 -0.2255 -0.2518 0.225 -0.889 1.099 -0.25
C 0.9254 -1.3023 0.1169 0.513 0.605 -1.549 0.14
O 0.8507 -2.4844 -0.1593 0.350 -1.281 -0.415 -0.63
N 0.2192 -0.7591 1.0968 0.371 0.299 0.216 2.18
C 0.3443 0.6542 1.3604 -0.767 0.510 -0.884 -0.11
C -0.6044 -1.6184 1.9320 0.338 0.556 -0.500 -0.78
H 1.5413 -0.6084 -0.5563 -0.707 -0.421 1.185 -0.14
H 0.9218 0.9036 2.2316 0.194 -0.123 0.685 -0.54
H -0.6568 1.1129 1.4326 0.291 -0.143 0.194 0.11
H 0.8591 1.1259 0.5161 -0.113 -0.160 0.158 -0.20
H -0.2174 -1.6142 2.9182 0.591 -0.142 1.053 -0.10
H -1.5610 -1.1591 1.9850 -1.189 0.107 0.009 0.37
H -0.6506 -2.6463 1.5792 0.153 0.405 -0.237 -0.53
O 1.8527 1.1054 -4.4689 -0.203 0.046 0.564 -0.62
C 1.5518 0.0228 -4.0522 0.231 -2.526 -0.811 0.32
O 0.4886 -0.2724 -3.2766 -0.193 0.982 0.067 0.15
C 0.1700 -1.6684 -3.2687 -1.293 -1.188 1.405 0.79
C 1.4158 -2.4544 -3.7278 -0.285 1.150 -0.229 0.08
C 2.2773 -1.3381 -4.3037 1.308 1.304 0.420 -0.74
H -0.7166 -1.8200 -3.9008 0.364 0.143 -0.160 0.30
H -0.1989 -1.9517 -2.2188 0.892 0.532 -1.475 -0.95
H 1.2198 -3.2784 -4.4000 -0.336 0.116 -0.406 0.42
H 1.9105 -2.8876 -2.8957 0.418 -0.291 0.974 -0.32
H 2.6697 -1.4287 -5.3146 -0.481 -0.003 -0.183 0.45
H 3.2053 -1.1938 -3.7080 -0.384 -0.397 -0.154 0.19
O 2.5552 2.0631 -0.5550 -0.175 -0.058 -0.076 -0.28
C 3.4137 2.3234 -1.3510 0.828 0.054 -0.070 -0.02
O 3.7570 3.6089 -1.6242 0.643 -0.395 -0.623 -0.23
C 4.9415 3.6071 -2.5184 0.578 2.568 0.602 -0.55
C 4.8804 2.3218 -3.2070 -1.105 -2.401 -2.473 -0.57
C 4.3318 1.3752 -2.1389 -1.029 0.675 -0.629 0.63
H 5.8535 3.7807 -1.8698 -1.041 -0.188 -0.704 0.27
H 4.8396 4.4529 -3.2585 0.073 -0.639 1.209 0.38
H 5.7694 1.9230 -3.7651 -0.456 0.695 0.923 0.40
H 4.0813 2.3936 -4.0207 0.884 -0.065 0.980 0.16
H 5.1070 1.0238 -1.4979 0.561 -0.286 0.645 0.32
H 3.7645 0.5122 -2.5005 0.247 0.270 0.094 -0.87
O -2.5918 1.2792 3.5448 -0.629 -0.549 0.196 -0.56
C -3.6632 0.7293 3.6208 -0.520 -0.605 0.872 0.59
O -3.9718 -0.2496 4.5478 0.051 1.108 -1.146 -0.38
C -5.2641 -0.8688 4.1965 1.586 -1.360 0.753 -0.28
C -5.7032 -0.3506 2.8480 -0.077 -0.074 -0.557 -0.25
C -4.9186 1.0083 2.8112 -0.690 -1.210 0.759 -0.47
H -5.9486 -0.7445 5.0332 -0.081 0.461 -0.077 0.35
H -4.9545 -1.9194 4.1796 -0.581 0.007 -0.236 0.08
H -6.8036 -0.3947 2.7694 0.310 1.089 0.340 0.40
H -5.4822 -1.0638 2.0459 0.926 0.293 0.174 -0.03
H -5.5158 1.6829 3.4420 0.313 0.401 -0.521 0.31
H -4.5940 1.4064 1.8748 -0.416 0.364 -0.667 0.26
O 2.2379 -1.1971 3.6648 0.219 0.111 0.496 -0.44
C 2.0827 -0.2425 4.3782 0.734 0.290 -2.076 0.41
O 3.0243 0.7671 4.4264 -0.129 -1.092 -0.751 -0.39
C 2.5484 1.8316 5.2387 1.046 -0.503 1.142 -0.57
C 1.0607 1.6399 5.2512 -1.465 1.165 0.708 -0.34
C 0.8852 0.1390 5.1647 0.841 0.351 -0.572 -0.14
H 2.9943 2.7702 4.8941 -0.540 -0.148 -0.202 0.34
H 2.9965 1.6192 6.2189 -0.254 0.381 0.189 0.27
H 0.6241 2.1716 4.4156 -0.259 -0.100 -0.369 0.05
H 0.5596 2.0331 6.1526 0.392 0.016 -0.324 0.49
H -0.0158 -0.2904 4.7195 0.096 0.234 0.508 -0.12
H 1.2023 -0.2523 6.1070 -0.739 -0.646 1.196 0.55
O 1.4535 -5.7329 3.0816 -0.035 -0.706 -0.532 -0.66
C 1.4978 -5.7789 1.8784 -0.015 2.297 -0.265 0.53
O 2.5900 -5.3631 1.2023 1.598 -0.085 1.572 -0.38
C 2.4764 -5.2630 -0.2043 -2.070 -1.445 1.244 0.38
C 1.2226 -6.0915 -0.4948 0.431 -2.000 0.105 -0.74
C 0.4269 -5.9800 0.8600 0.214 -1.260 -1.766 -0.04
H 3.3678 -5.6001 -0.6288 1.354 -0.746 -0.762 0.57
H 2.3145 -4.2691 -0.4344 -0.294 2.203 -0.565 -0.50
H 1.5702 -7.1983 -0.6173 -0.834 1.846 -0.231 0.24
H 0.7014 -5.6854 -1.3875 0.111 -0.648 0.621 0.35
H -0.1655 -6.8436 1.1463 -0.104 -0.189 -0.293 0.56
H -0.2552 -5.1723 0.7065 -0.184 0.800 0.707 -0.32
O 4.6774 -2.2782 -1.8375 -0.481 -0.039 -1.140 -0.65
C 4.6436 -1.9148 -0.7034 1.330 -0.635 1.015 0.34
O 4.0230 -0.8287 -0.2718 -0.473 0.656 0.597 0.33
C 4.5295 -0.5331 1.0806 -0.565 0.601 -0.661 -0.49
C 4.8132 -1.8832 1.6373 0.412 -0.458 2.301 -0.03
C 5.3431 -2.6161 0.4789 -0.313 -2.271 -2.810 -0.48
H 3.7507 -0.0309 1.6654 0.304 0.217 -0.434 -0.09
H 5.4100 0.0694 0.8763 0.118 0.339 0.512 0.49
H 3.8124 -2.2683 1.8669 0.411 -0.256 0.596 -0.07
H 5.5129 -1.8666 2.5435 -1.277 -0.029 -1.139 0.47
H 5.0146 -3.6974 0.2523 0.506 1.375 1.156 0.09
H 6.4265 -2.6222 0.3052 -0.177 0.288 0.172 0.32
O 5.0310 6.3279 -0.9864 1.326 0.318 -0.558 -0.61
C 4.1029 6.2631 -0.2531 -0.808 -0.267 0.342 0.39
O 4.1630 5.7243 0.9732 1.354 -0.414 0.296 -0.40
C 2.8841 5.3487 1.4477 -0.112 -1.982 1.334 0.29
C 1.9234 6.3061 0.7629 -0.847 -0.002 -1.336 0.10
C 2.6998 6.6445 -0.5283 -0.451 0.617 0.082 -0.07
H 2.9848 5.4117 2.5801 -0.573 0.111 -1.382 0.24
H 2.7381 4.2231 1.2018 -0.031 1.843 0.168 -0.27
H 1.7253 7.1652 1.3858 -0.001 0.334 0.128 0.37
H 0.9643 5.9081 0.3585 0.563 -0.094 1.016 -0.31
H 2.6632 7.6761 -0.9239 -0.199 -0.522 0.323 0.42
H 2.3666 5.9588 -1.2929 -0.209 -0.027 -0.492 -0.13
```
Forces are in eV/Å.

Max |F|, eV Å⁻¹: 4.02
ΔE to the lowest compared entry with this formula, charge and spin, eV: 0.0660
HOMO-LUMO gap, eV: 9.57


Entry 3:
Density functional theory data (the ωB97M-V functional and the def2-TZVPD basis) for an isolated molecule of C2H7OPS at a distorted geometry.

The geometry in XYZ format:
```
12
Properties=species:S:1:pos:R:3:forces:R:3:mulliken_charge:R:1
C 1.3466 0.1657 -0.3420 -0.982 -1.332 2.263 -0.96
C 0.2044 -0.4451 0.7391 3.186 -0.153 -2.406 0.00
S -0.3290 -2.1427 0.2150 0.127 -0.827 0.062 -0.25
O -0.9311 0.3264 0.8279 0.147 0.017 0.521 -0.28
P -1.9653 0.5463 -0.4491 -1.131 2.396 1.192 -0.05
H 2.2027 -0.5019 -0.4876 -0.955 -1.160 -0.716 0.36
H 0.7628 0.4094 -1.2451 0.995 0.415 0.310 0.27
H 2.0295 0.8386 0.1981 -1.341 1.416 -0.324 0.31
H 0.7089 -0.4975 1.6885 -0.273 0.042 0.518 0.33
H 0.7544 -3.0116 0.3429 -0.605 1.301 0.027 0.13
H -3.1147 -0.0872 0.1462 0.308 0.203 -0.253 0.07
H -2.4058 1.9876 0.1384 0.524 -2.318 -1.194 0.06
```
Forces are in eV/Å.

SMILES: C[C@H](S)OP
Max |F|, eV Å⁻¹: 4.00
ΔE to the lowest compared entry with this formula, charge and spin, eV: 3.0242
HOMO-LUMO gap, eV: 9.59